1.
Here is a structure of composition C30H27CaCl3N7O7S2 from the Open Molecules 2025 dataset. Energies are from wB97M-V/def2-TZVPD.

Geometry as XYZ:
```
77
Properties=species:S:1:pos:R:3:lowdin_charge:R:1
Ca -0.022 0.741 -0.858 1.407
Cl -4.757 -4.485 -3.825 0.602
C -3.926 -3.056 -3.254 -0.683
C -4.667 -1.977 -2.755 -0.111
C -4.032 -0.847 -2.316 -0.003
C -2.611 -0.713 -2.336 -0.380
O -2.062 0.382 -1.964 -0.205
C -1.885 -1.840 -2.832 -0.133
C -0.441 -1.888 -2.904 -0.207
O 0.362 -1.066 -2.489 -0.066
C -2.562 -2.983 -3.291 -0.080
H -5.747 -2.047 -2.722 0.100
H -4.598 -0.011 -1.924 0.112
H -0.047 -2.795 -3.404 0.125
H -1.985 -3.818 -3.673 0.107
Cl -6.083 2.930 2.722 0.614
C -4.455 2.492 2.261 -0.681
C -3.743 1.584 3.053 -0.135
C -2.466 1.237 2.707 -0.585
Cl -1.568 0.148 3.717 0.698
C -1.792 1.763 1.552 -0.444
O -0.589 1.462 1.306 -0.198
C -2.578 2.661 0.760 -0.134
C -2.055 3.268 -0.450 -0.205
O -0.999 3.012 -1.003 -0.051
C -3.881 3.019 1.137 -0.082
H -4.196 1.159 3.939 0.102
H -2.710 4.047 -0.887 0.127
H -4.437 3.718 0.522 0.109
N -1.101 1.551 -4.434 0.120
C 0.138 2.052 -4.206 -0.688
N 0.783 1.843 -3.098 0.030
C 2.032 2.420 -3.121 -0.330
C 2.353 3.073 -4.263 -0.362
S 1.041 2.954 -5.386 1.019
C 2.836 2.317 -1.898 -0.333
C 4.172 2.495 -1.767 -0.355
S 4.624 2.299 -0.116 1.053
C 2.977 1.945 0.282 -0.690
N 2.171 1.986 -0.738 0.028
N 2.590 1.701 1.574 0.104
H -1.567 1.190 -3.594 0.067
H -1.679 2.000 -5.121 0.090
H 3.239 3.643 -4.484 0.066
H 4.893 2.696 -2.541 0.068
H 3.063 0.876 1.933 0.066
H 1.581 1.584 1.636 0.061
C -0.622 4.027 3.552 -0.060
C 0.339 4.730 2.712 -0.279
N 1.104 5.291 2.066 0.129
H -1.609 4.037 3.094 0.074
H -0.674 4.522 4.522 0.083
H -0.307 2.993 3.687 0.070
C 2.530 -4.067 -0.604 -0.073
C 3.138 -3.954 0.789 -0.171
C 2.347 -3.032 1.741 -0.313
C 3.038 -2.982 3.112 -0.181
C 2.312 -2.089 4.110 -0.071
C 0.971 -3.637 1.931 -0.439
O 0.792 -4.709 2.475 0.080
N -0.064 -2.903 1.438 0.225
C 0.053 -1.703 0.728 -0.549
O -0.979 -1.254 0.224 -0.037
N 1.234 -1.072 0.604 0.143
C 2.351 -1.622 1.124 -0.462
O 3.436 -1.039 1.110 0.019
H 3.138 -4.714 -1.238 0.072
H 2.461 -3.091 -1.091 0.077
H 1.525 -4.495 -0.567 0.079
H 4.148 -3.546 0.727 0.119
H 3.195 -4.938 1.259 0.118
H 4.052 -2.616 2.947 0.115
H 3.096 -4.004 3.491 0.117
H 2.238 -1.063 3.741 0.072
H 2.841 -2.059 5.064 0.072
H 1.300 -2.450 4.306 0.077
H -0.998 -3.284 1.500 0.164
```

Values from the calculation:
HOMO in eV: -5.434
Max |F| in eV/A: 0.174
LUMO in eV: 2.157
Energy in Eh: -4924.38940
HOMO-LUMO gap in eV: 7.6
Relative energy (zero: lowest compared OMol25 entry of this formula, charge and spin) in kcal per mole: 6.8
Total charge: -1



2.
Here is an isolated molecule of C3H5N3S in a non-equilibrium geometry from the Open Molecules 2025 dataset. Energies are from wB97M-V/def2-TZVPD.

Geometry as XYZ:
```
12
Properties=species:S:1:pos:R:3:lowdin_charge:R:1
C 2.388 0.840 -0.316 -0.359
C -1.756 0.145 0.450 -0.118
C -2.239 -1.085 0.449 -0.173
H 2.603 -0.189 -0.593 -0.009
H 2.828 0.962 0.875 0.111
H 3.017 1.502 -1.011 0.036
H -2.048 1.074 0.937 0.108
H -3.161 -1.371 1.081 0.133
N -0.455 0.031 -0.161 -0.522
N -1.339 -1.912 -0.210 0.000
N -0.380 -1.190 -0.667 -0.058
S 0.541 1.193 -0.834 0.850
```

Values from the calculation:
HOMO in eV: -9.357
Max |F| in eV/A: 3.890
LUMO in eV: 0.699
SMILES string: CSn1ccnn1
Energy in Eh: -679.66352
HOMO-LUMO gap in eV: 10.1
Relative energy (zero: lowest compared OMol25 entry of this formula, charge and spin) in kcal per mole: 76.4
Total charge: 0



3.
Here is an isolated molecule of C2H5NO2 in a non-equilibrium geometry from the Open Molecules 2025 dataset. Energies are from wB97M-V/def2-TZVPD.

Geometry as XYZ:
```
10
Properties=species:S:1:pos:R:3:lowdin_charge:R:1
C 0.658 0.261 -1.501 -0.061
C -0.221 -0.773 0.491 -0.216
H 0.315 0.067 -2.554 0.104
H 0.193 1.097 -1.037 0.054
H 1.744 0.423 -1.569 0.091
H -0.421 -1.721 1.027 0.153
H -1.004 1.031 2.699 0.154
N -0.472 0.397 0.973 -0.018
O 0.400 -0.911 -0.702 -0.115
O -1.194 0.130 2.173 -0.147
```

Values from the calculation:
HOMO in eV: -9.100
Max |F| in eV/A: 4.443
LUMO in eV: 1.030
SMILES string: CO/C=N/O
Energy in Eh: -284.34826
HOMO-LUMO gap in eV: 10.1
Relative energy (zero: lowest compared OMol25 entry of this formula, charge and spin) in kcal per mole: 74.7
Total charge: 0



4.
Here is a structure of composition C18H12AlB3Br6O24 in a non-equilibrium geometry from the Open Molecules 2025 dataset. Energies are from wB97M-V/def2-TZVPD.

Geometry as XYZ:
```
64
Properties=species:S:1:pos:R:3:lowdin_charge:R:1
Al 5.180 1.946 2.771 1.066
O 5.940 0.324 0.594 0.053
C 5.309 -0.309 -0.203 -0.353
O 4.150 -0.906 0.045 0.237
B 3.706 -1.599 -1.157 -0.834
O 4.654 -1.239 -2.221 0.237
C 5.610 -0.461 -1.708 -0.361
O 6.425 0.135 -2.336 0.209
O 2.339 -1.119 -1.515 0.232
C 1.561 -2.130 -1.848 -0.298
O 0.440 -2.070 -2.223 0.270
C 2.389 -3.442 -1.566 -0.336
O 3.535 -3.064 -1.122 0.306
O 1.946 -4.545 -1.614 0.254
O 3.131 0.073 2.193 0.058
C 2.115 0.335 1.620 -0.398
O 1.286 -0.485 1.035 0.253
B 0.126 0.277 0.534 -0.866
O 0.468 1.689 0.736 0.218
C 1.608 1.756 1.403 -0.381
O 2.239 2.728 1.706 0.123
O -0.219 -0.095 -0.826 0.244
C -1.383 -0.674 -0.863 -0.347
O -1.916 -1.054 -1.860 0.246
C -1.930 -0.786 0.647 -0.346
O -1.016 -0.242 1.394 0.204
O -2.986 -1.271 0.866 0.207
O 5.514 3.764 -2.569 0.213
C 4.547 3.107 -2.425 -0.363
O 3.702 2.651 -3.359 0.256
B 2.806 1.669 -2.758 -0.831
O 3.105 1.654 -1.337 0.255
C 4.123 2.458 -1.086 -0.350
O 4.594 2.667 -0.010 0.083
O 2.945 0.319 -3.368 0.289
C 1.831 -0.141 -3.770 -0.348
O 1.555 -1.179 -4.283 0.279
C 0.733 0.999 -3.553 -0.311
O 1.387 2.014 -3.066 0.298
O -0.416 0.887 -3.801 0.260
Br -1.732 4.385 0.971 0.633
C -3.040 3.631 -0.327 -0.635
C -2.179 2.895 -1.354 -0.685
Br -3.419 1.993 -2.547 0.746
H -3.505 4.508 -0.759 0.052
H -3.678 2.925 0.191 0.053
H -1.553 2.156 -0.872 0.022
H -1.640 3.630 -1.942 0.065
Br -0.916 0.302 4.548 0.644
C -1.085 -1.683 4.557 -0.624
C -2.436 -2.119 4.104 -0.721
Br -3.849 -1.974 5.456 0.595
H -0.977 -2.068 5.572 0.052
H -0.224 -2.025 3.991 0.059
H -2.428 -3.159 3.777 0.058
H -2.729 -1.562 3.215 0.017
Br -5.521 -3.550 2.679 0.617
C -6.245 -1.975 1.754 -0.689
C -7.693 -2.185 1.331 -0.709
Br -8.336 -0.619 0.392 0.628
H -5.591 -1.693 0.933 0.037
H -6.229 -1.108 2.414 0.057
H -8.358 -2.321 2.176 0.052
H -7.768 -3.024 0.645 0.052
```

Values from the calculation:
HOMO in eV: -9.972
Max |F| in eV/A: 2.103
LUMO in eV: -7.505
Energy in Eh: -18260.35511
HOMO-LUMO gap in eV: 2.5
Total charge: 0



What is the formula in the fourth record? C18H12AlB3Br6O24



Copy entry 2 word for word.
Here is an isolated molecule of C3H5N3S in a non-equilibrium geometry from the Open Molecules 2025 dataset. Energies are from wB97M-V/def2-TZVPD.

Geometry as XYZ:
```
12
Properties=species:S:1:pos:R:3:lowdin_charge:R:1
C 2.388 0.840 -0.316 -0.359
C -1.756 0.145 0.450 -0.118
C -2.239 -1.085 0.449 -0.173
H 2.603 -0.189 -0.593 -0.009
H 2.828 0.962 0.875 0.111
H 3.017 1.502 -1.011 0.036
H -2.048 1.074 0.937 0.108
H -3.161 -1.371 1.081 0.133
N -0.455 0.031 -0.161 -0.522
N -1.339 -1.912 -0.210 0.000
N -0.380 -1.190 -0.667 -0.058
S 0.541 1.193 -0.834 0.850
```

Values from the calculation:
HOMO in eV: -9.357
Max |F| in eV/A: 3.890
LUMO in eV: 0.699
SMILES string: CSn1ccnn1
Energy in Eh: -679.66352
HOMO-LUMO gap in eV: 10.1
Relative energy (zero: lowest compared OMol25 entry of this formula, charge and spin) in kcal per mole: 76.4
Total charge: 0